(one)
Molecular formula: C3H8ClN3
Method: DFT, ωB97M-V/def2-TZVPD

Orbital gap ... 0.36536 hartree
Multiplicity ... 1
Structure (SMILES) ... C/N=C(/CCl)NN
LUMO ... 0.86 eV

Last columns: bonded neighbours and bond lengths (Å).
CARTESIAN COORDINATES (ANGSTROEM)
1 C -1.0707 1.9635 0.3294  H4 1.102, H5 1.113, H6 1.121, N12 1.491
2 C 0.2819 0.0873 0.3398  C3 1.482, N12 1.275, N13 1.378
3 C 1.4699 -0.6782 0.7863  C2 1.482, H7 1.087, H8 1.092, Cl15 1.793
4 H -0.9934 2.9841 0.7366  C1 1.102
5 H -2.0535 1.5008 0.5706  C1 1.113
6 H -1.1663 1.9937 -0.7873  C1 1.121
7 H 1.9275 -0.1236 1.6022  C3 1.087
8 H 1.1952 -1.7081 1.0214  C3 1.092
9 H -1.3092 0.0372 -1.0029  N13 0.990
10 H -0.6798 -2.4774 -0.6506  N14 1.010
11 H 0.5626 -1.8023 -1.5454  N14 1.000
12 N 0.0940 1.2210 0.8911  C1 1.491, C2 1.275
13 N -0.5927 -0.4819 -0.5597  C2 1.378, H9 0.990, N14 1.418
14 N -0.3842 -1.7098 -1.2375  H10 1.010, H11 1.000, N13 1.418
15 Cl 2.7186 -0.8064 -0.4940  C3 1.793

In the Löwdin picture, each atom carries the following charge in e: atom 1 (C): -0.14, atom 2 (C): -0.50, atom 3 (C): -0.50, atom 4 (H): 0.07, atom 5 (H): 0.08, atom 6 (H): 0.08, atom 7 (H): 0.08, atom 8 (H): 0.07, atom 9 (H): 0.09, atom 10 (H): 0.08, atom 11 (H): 0.02, atom 12 (N): 0.03, atom 13 (N): -0.04, atom 14 (N): 0.03, atom 15 (Cl): 0.56



(two)
Molecular formula: C3H8ClN3
Method: DFT, ωB97M-V/def2-TZVPD

Orbital gap ... 0.36910 hartree
Multiplicity ... 1
Structure (SMILES) ... [H]/N=C\NNCCCl
LUMO ... 0.75 eV

Last columns: bonded neighbours and bond lengths (Å).
CARTESIAN COORDINATES (ANGSTROEM)
1 C 1.0900 -1.3749 0.5286  C2 1.524, H4 1.064, H5 1.107, Cl15 1.794
2 C -0.1305 -1.3247 -0.3822  C1 1.524, H6 1.069, H7 1.069, N12 1.444
3 C -0.4840 2.1710 0.2715  H10 1.052, N13 1.432, N14 1.264
4 H 0.8230 -0.9202 1.4532  C1 1.064
5 H 1.9484 -0.8021 0.1268  C1 1.107
6 H -0.9261 -1.6869 0.2338  C2 1.069
7 H -0.0649 -1.9690 -1.2328  C2 1.069
8 H -1.0971 0.0548 -1.5459  N12 1.028
9 H -1.6828 0.5607 0.7893  N13 1.005
10 H -1.0288 2.7429 0.9667  C3 1.052
11 H 0.7153 2.0464 -1.0872  N14 0.995
12 N -0.4421 0.0357 -0.7535  C2 1.444, H8 1.028, N13 1.351
13 N -0.8316 0.7820 0.3034  C3 1.432, H9 1.005, N12 1.351
14 N 0.4063 2.7286 -0.4316  C3 1.264, H11 0.995
15 Cl 1.7050 -3.0445 0.7598  C1 1.794

In the Löwdin picture, each atom carries the following charge in e: atom 1 (C): -0.58, atom 2 (C): -0.28, atom 3 (C): -0.27, atom 4 (H): 0.05, atom 5 (H): 0.08, atom 6 (H): 0.10, atom 7 (H): 0.11, atom 8 (H): 0.14, atom 9 (H): 0.12, atom 10 (H): 0.09, atom 11 (H): 0.01, atom 12 (N): -0.11, atom 13 (N): -0.07, atom 14 (N): 0.09, atom 15 (Cl): 0.53



Going by the computed energies, the most stable comes first: (one), (two).



(one)
Molecular formula: C2H5NS
Method: DFT, ωB97M-V/def2-TZVPD

Orbital gap (alpha / beta) ... 0.26687 / 0.33510 hartree
Multiplicity ... 1
LUMO (alpha / beta) ... -1.21 / 0.18 eV

Last columns: bonded neighbours and bond lengths (Å).
CARTESIAN COORDINATES (ANGSTROEM)
1 C 2.0174 0.7827 0.2500  C2 1.305, H5 1.062, H6 1.090
2 C 1.2835 -0.0314 -0.4580  C1 1.305, H7 1.123
3 N -2.7247 -0.4330 0.1401  S4 1.712, H8 1.015, H9 1.049
4 S -1.9136 1.0178 -0.2689  N3 1.712
5 H 2.6709 0.6159 1.0704  C1 1.062
6 H 2.0537 1.8715 0.2754  C1 1.090
7 H 0.5803 -0.1129 -1.3294  C2 1.123
8 H -3.2003 -0.4382 1.0363  N3 1.015
9 H -3.4831 -0.7021 -0.5328  N3 1.049

In the Löwdin picture, each atom carries the following charge in e: atom 1 (C): -0.15, atom 2 (C): 0.00, atom 3 (N): -0.47, atom 4 (S): 0.48, atom 5 (H): 0.03, atom 6 (H): 0.05, atom 7 (H): 0.02, atom 8 (H): 0.01, atom 9 (H): 0.03



(two)
Molecular formula: C2H5NS
Method: DFT, ωB97M-V/def2-TZVPD

Orbital gap ... 0.35569 hartree
Multiplicity ... 1
Structure (SMILES) ... C=CSN
LUMO ... 0.85 eV

Last columns: bonded neighbours and bond lengths (Å).
CARTESIAN COORDINATES (ANGSTROEM)
1 C -1.7908 -0.5813 0.0887  C2 1.292, H5 1.053, H6 1.125
2 C -0.6303 -0.0723 -0.1625  C1 1.292, S4 2.005, H7 1.128
3 N 2.0402 0.3773 0.0885  S4 1.647, H8 1.022, H9 1.012
4 S 1.1402 -0.9994 -0.0037  C2 2.005, N3 1.647
5 H -2.6073 0.0544 -0.1075  C1 1.053
6 H -1.6948 -1.6511 0.4225  C1 1.125
7 H -0.5654 0.9785 -0.5679  C2 1.128
8 H 2.0177 0.9086 0.9609  N3 1.022
9 H 2.0905 0.9853 -0.7190  N3 1.012

In the Löwdin picture, each atom carries the following charge in e: atom 1 (C): -0.11, atom 2 (C): -0.41, atom 3 (N): -0.47, atom 4 (S): 0.74, atom 5 (H): 0.04, atom 6 (H): 0.08, atom 7 (H): 0.07, atom 8 (H): 0.04, atom 9 (H): 0.03



Going by the computed energies, the most stable comes first: (two), (one).